Record 1
{"formula": "C11H14N3", "method": "ωB97M-V with the def2-TZVPD basis set", "symbols": ["C", "C", "C", "C", "C", "C", "C", "C", "C", "C", "C", "N", "N", "N", "H", "H", "H", "H", "H", "H", "H", "H", "H", "H", "H", "H", "H", "H"], "xyz": [[-2.474, -1.846, 1.620], [-1.995, -0.770, 2.295], [-1.983, -2.161, 0.414], [-0.929, -0.070, 1.680], [-0.967, -1.460, -0.160], [-0.426, -0.317, 0.434], [-0.497, 1.818, -2.247], [1.352, 0.590, -2.675], [-0.329, 1.903, -0.782], [0.579, 0.572, -0.372], [2.433, -0.165, 1.315], [0.327, 1.357, -3.067], [1.164, -0.013, -1.540], [1.774, 0.906, 0.523], [-3.386, -2.435, 1.997], [-2.381, -0.508, 3.221], [-2.320, -2.962, -0.226], [-0.797, 0.945, 2.100], [-0.603, -1.794, -1.095], [-1.354, 2.125, -2.835], [2.113, 0.275, -3.425], [0.103, 2.759, -0.302], [-1.383, 1.862, -0.373], [1.648, -0.804, 1.757], [3.252, -0.780, 0.941], [2.829, 0.370, 2.138], [1.741, -0.879, -1.378], [2.510, 1.483, 0.042]], "forces_ev_per_angstrom": [[-3.513, -1.623, 1.902], [2.204, -0.064, -1.976], [0.644, -1.277, -2.298], [-1.292, 3.109, 1.627], [1.115, 1.134, -0.116], [0.508, -1.703, -1.515], [-1.016, 2.077, -0.295], [-0.763, -1.004, -0.389], [-0.332, -2.369, 0.439], [-0.890, 1.747, 3.504], [-1.549, -0.003, 0.328], [1.752, -0.178, -1.565], [2.503, -3.038, -0.742], [-0.319, 0.452, -1.433], [1.609, 0.962, -0.380], [-0.517, 0.752, 1.508], [-0.518, -0.345, 0.482], [0.730, -0.720, 0.146], [0.260, -0.267, -1.025], [-0.837, 0.422, 0.974], [-0.435, 0.336, 0.941], [0.537, 0.741, -0.356], [1.293, -0.363, -0.097], [0.430, 0.132, -0.362], [-0.173, 0.068, -0.862], [0.621, 0.421, 0.997], [-0.741, 1.271, 0.127], [-1.312, -0.670, 0.436]], "lowdin_charge": [-0.089, -0.034, -0.090, -0.046, -0.043, -0.193, -0.073, -0.050, 0.010, -0.318, -0.089, 0.133, 0.127, -0.025, 0.152, 0.096, 0.121, 0.135, 0.099, 0.144, 0.175, 0.127, 0.151, 0.087, 0.080, 0.071, 0.205, 0.140], "total_charge": 1, "e_homo_ev": -12.7, "smiles": "CN[C@@]1(c2ccccc2)CC=NC=[NH+]1", "homo_lumo_gap_ev": 7.53}

Record 2
{"formula": "C11H14N3O", "method": "ωB97M-V with the def2-TZVPD basis set", "symbols": ["C", "C", "C", "C", "C", "C", "C", "C", "C", "C", "C", "N", "N", "N", "O", "H", "H", "H", "H", "H", "H", "H", "H", "H", "H", "H", "H", "H", "H"], "xyz": [[-1.442, 2.990, 0.242], [-2.636, 2.202, 0.237], [-0.213, 2.379, -0.013], [-2.578, 0.817, 0.147], [-0.097, 0.979, -0.046], [-1.334, 0.267, -0.036], [1.100, 0.251, -0.249], [2.515, 0.526, -0.186], [-1.621, -1.621, -1.293], [-1.833, -1.914, 1.066], [4.686, -0.266, 0.436], [0.205, -1.468, 0.140], [2.805, 1.652, -0.713], [-1.064, -1.177, 0.023], [3.279, -0.342, 0.443], [-1.606, 4.023, 0.198], [-3.520, 2.731, 0.457], [0.762, 2.799, -0.137], [-3.530, 0.286, 0.072], [-1.068, -1.130, -2.008], [-1.337, -2.582, -1.329], [-2.686, -1.460, -1.358], [-1.941, -1.372, 2.036], [-2.763, -2.254, 0.672], [-1.223, -2.819, 1.318], [5.163, 0.595, 1.118], [5.190, 0.036, -0.576], [5.043, -1.238, 0.687], [3.692, 2.209, -0.696]], "forces_ev_per_angstrom": [[-0.415, -2.465, -1.332], [2.462, 0.551, 0.701], [-0.179, -0.139, 0.569], [-0.415, 0.453, -0.817], [-1.251, 0.282, -1.007], [1.338, 0.674, 1.736], [-4.147, -4.090, 1.758], [1.586, 1.841, -0.418], [-0.658, 0.874, 0.522], [0.961, -1.203, 2.398], [2.692, 3.341, -0.911], [6.598, 1.942, -0.934], [-0.248, 0.662, -0.071], [-4.204, 1.916, -0.262], [-0.392, -0.939, 0.235], [0.313, 1.422, 0.341], [-1.180, 0.221, -0.107], [0.064, 1.236, -0.001], [0.504, -0.232, 0.353], [0.911, 1.370, -1.821], [0.419, -3.834, -0.439], [-0.046, 0.117, 0.100], [0.096, 0.021, -1.124], [-0.682, 0.122, -0.171], [-0.498, 0.701, -0.418], [-1.506, -2.040, -0.890], [-1.514, -0.744, 1.288], [0.202, -0.441, 0.449], [-0.811, -1.620, 0.272]], "lowdin_charge": [-0.001, -0.016, 0.024, -0.004, -0.152, -0.158, 0.208, -0.469, 0.064, 0.038, -0.071, 0.251, 0.198, -0.417, -0.041, 0.098, 0.104, 0.100, 0.137, 0.100, 0.077, 0.123, 0.134, 0.093, 0.126, 0.139, 0.123, 0.077, 0.114], "total_charge": 1, "e_homo_ev": [-13.4, -12.0], "homo_lumo_gap_ev": [8.17, 7.03]}

Electronic energy readings, ordered: -16095.14377 -18137.85498 eV
Relative energy (zero: lowest compared OMol25 entry of this formula, charge and spin) readings, ordered: 194.7 750.2 kJ/mol